Record 1
C39H49Cl2NO2PS2Tb | ωB97M-V with the def2-TZVPD basis set

Each line ends with the Löwdin spin population.
Positions of all 97 atoms, in Å:
Tb (0.30, -0.16, -0.37)  6.12
C (4.80, -0.59, 1.12)  0.00
C (4.03, -1.12, 2.32)  0.00
C (3.59, 0.04, 3.22)  0.00
C (2.93, -2.09, 1.96)  0.00
C (2.34, -2.90, 2.93)  0.00
C (1.46, -3.92, 2.59)  0.00
C (1.10, -4.14, 1.25)  0.00
C (0.33, -5.36, 0.86)  0.00
C (1.59, -3.26, 0.31)  0.00
C (2.49, -2.24, 0.64)  -0.01
H (5.61, 0.01, 1.56)  0.00
H (4.21, 0.08, 0.48)  0.00
H (5.27, -1.35, 0.52)  0.00
H (4.70, -1.68, 2.97)  0.00
H (3.00, 0.78, 2.64)  0.00
H (4.45, 0.51, 3.70)  0.00
H (2.97, -0.34, 4.04)  0.00
H (2.59, -2.73, 3.96)  0.00
H (1.08, -4.60, 3.38)  0.00
H (-0.68, -5.46, 1.30)  0.00
H (0.93, -6.23, 1.18)  0.00
H (0.27, -5.43, -0.24)  0.00
H (1.35, -3.43, -0.75)  0.00
H (2.99, -1.66, -0.14)  0.00
S (2.15, -0.31, -2.22)  -0.03
C (1.77, 1.06, -3.25)  0.00
C (2.68, 1.26, -4.31)  0.00
C (2.44, 2.15, -5.28)  0.00
C (1.34, 2.99, -5.21)  0.00
C (0.44, 2.87, -4.15)  0.00
C (0.63, 1.90, -3.14)  0.00
S (-0.53, 1.83, -1.85)  -0.03
H (3.51, 0.61, -4.37)  0.00
H (3.13, 2.22, -6.12)  0.00
H (1.12, 3.73, -5.95)  0.00
H (-0.40, 3.55, -4.06)  0.00
Cl (0.11, 5.22, 3.97)  0.00
C (1.48, 4.46, 3.27)  0.00
C (2.68, 4.49, 3.98)  0.00
C (3.85, 3.96, 3.47)  0.00
C (3.83, 3.39, 2.21)  0.00
C (2.64, 3.37, 1.53)  0.00
Cl (2.71, 2.56, -0.02)  0.00
C (1.43, 3.89, 2.00)  0.00
N (0.28, 3.78, 1.21)  0.00
C (-1.09, 4.06, 1.58)  0.00
C (-1.83, 5.02, 0.89)  0.00
C (-3.23, 5.03, 1.01)  0.00
C (-3.89, 4.19, 1.90)  0.00
C (-3.11, 3.30, 2.66)  0.00
C (-1.75, 3.18, 2.49)  0.00
C (-0.89, 2.02, 3.00)  0.00
C (-0.49, 1.00, 1.95)  -0.01
O (-1.32, 0.78, 1.02)  -0.02
O (0.62, 0.40, 1.94)  -0.02
H (2.69, 4.89, 4.98)  0.00
H (4.76, 4.01, 4.08)  0.00
H (4.71, 2.92, 1.78)  0.00
H (0.44, 3.54, 0.23)  0.00
H (-1.32, 5.66, 0.19)  0.00
H (-3.76, 5.74, 0.40)  0.00
H (-4.97, 4.19, 2.00)  0.00
H (-3.62, 2.58, 3.29)  0.00
H (-1.44, 1.50, 3.78)  0.00
H (0.00, 2.40, 3.49)  0.00
C (-2.24, -2.92, 1.05)  0.00
C (-2.12, -3.33, -0.44)  0.00
C (-3.12, -4.40, -0.85)  0.00
P (-1.98, -1.81, -1.43)  -0.02
C (-3.67, -1.11, -1.39)  0.00
C (-3.78, 0.41, -1.33)  0.00
C (-4.68, -1.68, -2.40)  0.00
C (-1.71, -2.36, -3.22)  0.00
C (-1.56, -1.12, -4.12)  0.00
C (-0.50, -3.28, -3.37)  0.00
H (-2.28, -3.79, 1.69)  0.00
H (-3.17, -2.38, 1.25)  0.00
H (-1.41, -2.30, 1.32)  0.00
H (-1.13, -3.80, -0.54)  0.00
H (-4.16, -4.03, -0.71)  0.00
H (-2.99, -5.29, -0.23)  0.00
H (-3.02, -4.64, -1.89)  0.00
H (-3.96, -1.50, -0.41)  0.00
H (-3.53, 0.88, -2.30)  0.00
H (-3.12, 0.83, -0.58)  0.00
H (-4.79, 0.70, -1.13)  0.00
H (-4.59, -1.24, -3.36)  0.00
H (-5.68, -1.40, -2.03)  0.00
H (-4.59, -2.76, -2.48)  0.00
H (-2.61, -2.89, -3.54)  0.00
H (-0.66, -0.56, -3.87)  0.00
H (-2.39, -0.43, -4.01)  0.00
H (-1.46, -1.42, -5.16)  0.00
H (0.42, -2.74, -3.16)  0.00
H (-0.46, -3.58, -4.41)  0.00
H (-0.56, -4.20, -2.77)  0.00

Its multiplicity is 7. The HOMO energy (spin up / spin down) comes out at -7.0 / -7.0 eV. As for the strongest force on any atom: 2.2 eV/A. Its expectation value of S² is 12.69. The energy above the lowest of the compared OMol25 structures with the same formula, charge and spin comes out at 0.0000 eV. The calculation puts the LUMO energy (spin up / spin down) at 0.38 / 0.45 eV.

Record 2
C39H49CrN5O5PS | ωB97M-V with the def2-TZVPD basis set

Each line ends with the natural charge from an NBO analysis.
Positions of all 101 atoms, in Å:
Cr (-0.43, 0.46, 1.05)  1.37
C (-5.05, 5.21, -0.73)  -0.62
C (-4.39, 3.93, -0.28)  -0.06
C (-4.71, 2.70, -0.86)  -0.11
C (-4.15, 1.47, -0.44)  -0.22
C (-4.60, 0.29, -1.07)  0.01
N (-4.55, -1.01, -0.62)  -0.58
C (-4.53, -1.39, 0.78)  -0.22
C (-4.30, -2.89, 0.94)  -0.42
C (-3.97, -3.21, 2.39)  -0.21
N (-2.59, -2.81, 2.71)  -0.46
C (-1.63, -3.64, 2.95)  0.25
C (-0.26, -3.30, 3.02)  -0.27
C (0.68, -4.31, 3.30)  -0.09
C (2.04, -4.08, 3.26)  -0.09
C (3.05, -5.16, 3.55)  -0.63
C (2.45, -2.78, 2.90)  -0.01
C (1.58, -1.77, 2.58)  -0.27
C (2.12, -0.46, 2.23)  0.19
N (1.49, 0.49, 1.68)  -0.46
C (2.17, 1.79, 1.59)  -0.24
C (1.55, 2.81, 2.59)  -0.40
C (0.26, 2.33, 3.26)  -0.22
N (-0.76, 2.02, 2.25)  -0.51
C (-1.71, 2.87, 2.07)  0.22
C (-2.77, 2.77, 1.11)  -0.25
C (-3.47, 3.94, 0.75)  -0.17
C (-3.07, 1.53, 0.50)  0.47
O (-2.35, 0.46, 0.74)  -0.77
C (0.17, -1.99, 2.67)  0.52
O (-0.69, -1.06, 2.43)  -0.79
H (-5.73, 5.03, -1.56)  0.22
H (-4.31, 5.93, -1.06)  0.22
H (-5.62, 5.66, 0.08)  0.22
H (-5.44, 2.68, -1.66)  0.20
H (-5.11, 0.40, -2.02)  0.19
H (-4.94, -1.70, -1.24)  0.39
H (-5.47, -1.11, 1.27)  0.18
H (-3.72, -0.85, 1.26)  0.22
H (-3.48, -3.21, 0.30)  0.22
H (-5.19, -3.45, 0.65)  0.22
H (-4.06, -4.28, 2.59)  0.21
H (-4.65, -2.68, 3.06)  0.22
H (-2.29, -1.84, 2.54)  0.45
H (-1.92, -4.68, 3.11)  0.21
H (0.32, -5.30, 3.56)  0.22
H (2.56, -6.11, 3.75)  0.22
H (3.65, -4.90, 4.42)  0.23
H (3.73, -5.29, 2.71)  0.23
H (3.52, -2.58, 2.86)  0.21
H (3.17, -0.30, 2.49)  0.19
H (2.06, 2.15, 0.57)  0.26
H (3.23, 1.67, 1.80)  0.20
H (1.35, 3.74, 2.06)  0.22
H (2.27, 3.03, 3.38)  0.22
H (-0.10, 3.10, 3.94)  0.21
H (0.45, 1.43, 3.84)  0.20
H (-1.72, 3.77, 2.69)  0.19
H (-3.22, 4.88, 1.24)  0.20
S (-0.87, 2.07, -3.06)  0.43
C (-0.46, 3.43, -2.10)  -0.39
C (-0.15, 3.09, -0.82)  -0.28
C (-0.24, 1.69, -0.56)  -0.33
C (-0.62, 1.03, -1.70)  -0.25
C (-0.79, -0.41, -1.70)  0.22
C (-1.32, -1.14, -2.77)  -0.20
C (-1.45, -2.51, -2.65)  -0.15
C (-1.01, -3.13, -1.48)  -0.29
C (-0.50, -2.34, -0.48)  0.07
N (-0.41, -1.00, -0.55)  -0.51
H (-0.47, 4.42, -2.54)  0.24
H (0.12, 3.83, -0.08)  0.21
H (-1.62, -0.62, -3.67)  0.23
H (-1.87, -3.09, -3.46)  0.23
H (-1.05, -4.20, -1.36)  0.23
H (-0.13, -2.80, 0.43)  0.19
C (6.60, 0.77, -1.78)  -0.62
C (5.46, 0.04, -1.11)  -0.06
O (4.38, -0.09, -2.04)  -0.84
P (2.84, 0.15, -1.53)  1.63
O (2.59, 1.70, -1.87)  -0.84
C (2.91, 2.29, -3.14)  -0.07
C (3.47, 3.68, -2.90)  -0.62
O (2.12, -0.50, -2.83)  -0.84
C (2.26, -1.91, -3.07)  -0.06
C (2.67, -2.14, -4.50)  -0.62
H (7.47, 0.81, -1.12)  0.22
H (6.31, 1.79, -2.03)  0.21
H (6.89, 0.26, -2.70)  0.22
H (5.13, 0.58, -0.22)  0.16
H (5.77, -0.96, -0.80)  0.17
H (1.99, 2.34, -3.73)  0.19
H (3.63, 1.67, -3.67)  0.19
H (2.78, 4.25, -2.27)  0.21
H (3.61, 4.20, -3.84)  0.22
H (4.43, 3.62, -2.38)  0.20
H (1.29, -2.38, -2.86)  0.17
H (3.00, -2.34, -2.39)  0.17
H (1.92, -1.73, -5.18)  0.21
H (2.77, -3.21, -4.70)  0.21
H (3.62, -1.65, -4.70)  0.22

Its multiplicity is 5. The HOMO energy (spin up / spin down) comes out at -7.5 / -9.8 eV. As for the strongest force on any atom: 1.2 eV/A. Its expectation value of S² is 6.08. The calculation puts the LUMO energy (spin up / spin down) at -3.30 / -3.32 eV. As for the net charge: +1.

Record 3
C39H49F11O36 | ωB97M-V with the def2-TZVPD basis set

Each line ends with the Löwdin charge.
Positions of all 135 atoms, in Å:
C (20.28, -27.00, -2.64)  -0.03
C (20.50, -25.86, -3.59)  -0.31
O (19.54, -24.94, -3.09)  0.09
C (19.60, -25.09, -1.69)  -0.51
O (19.10, -24.28, -0.99)  0.21
O (20.11, -26.28, -1.41)  0.08
F (20.19, -26.15, -4.88)  0.08
H (21.14, -27.67, -2.66)  0.15
H (19.39, -27.57, -2.93)  0.12
H (21.48, -25.39, -3.50)  0.18
C (18.15, -32.36, -1.67)  -0.04
C (18.80, -32.91, -2.93)  -0.28
O (17.72, -33.57, -3.54)  0.11
C (16.86, -33.98, -2.54)  -0.57
O (15.98, -34.73, -2.75)  0.18
O (17.16, -33.36, -1.40)  0.08
F (19.76, -33.83, -2.56)  0.06
H (17.68, -31.40, -1.91)  0.12
H (18.72, -32.26, -0.75)  0.14
H (19.29, -32.16, -3.55)  0.15
C (17.15, -24.45, -5.71)  -0.03
C (16.63, -23.67, -4.50)  -0.30
O (15.46, -23.07, -4.98)  0.14
C (15.45, -23.12, -6.34)  -0.57
O (14.71, -22.49, -7.02)  0.17
O (16.36, -23.96, -6.79)  0.10
F (17.56, -22.71, -4.17)  0.04
H (16.93, -25.51, -5.55)  0.11
H (18.22, -24.35, -5.86)  0.14
H (16.44, -24.23, -3.59)  0.12
C (15.43, -27.55, -1.76)  -0.03
C (16.33, -27.69, -3.01)  -0.25
O (17.38, -28.52, -2.55)  0.10
C (17.37, -28.55, -1.21)  -0.58
O (18.12, -29.19, -0.53)  0.15
O (16.39, -27.80, -0.74)  0.10
F (16.77, -26.44, -3.37)  0.06
H (14.73, -28.39, -1.75)  0.11
H (14.91, -26.60, -1.70)  0.12
H (15.89, -28.18, -3.88)  0.15
C (11.20, -28.76, -1.07)  -0.04
C (11.90, -28.91, 0.29)  -0.27
O (10.96, -28.28, 1.14)  0.14
C (10.11, -27.52, 0.41)  -0.53
O (9.31, -26.79, 0.90)  0.18
O (10.41, -27.61, -0.89)  0.02
F (13.05, -28.18, 0.27)  0.08
H (10.64, -29.65, -1.37)  0.16
H (11.97, -28.67, -1.84)  0.12
H (12.10, -29.93, 0.59)  0.16
C (11.29, -24.53, -2.84)  -0.05
C (10.99, -25.99, -2.59)  -0.30
O (12.21, -26.63, -2.87)  0.12
C (12.95, -25.84, -3.67)  -0.54
O (13.99, -26.09, -4.18)  0.18
O (12.35, -24.62, -3.79)  0.08
F (9.99, -26.38, -3.44)  0.08
H (11.66, -24.07, -1.93)  0.10
H (10.50, -23.93, -3.28)  0.15
H (10.66, -26.14, -1.56)  0.12
C (21.44, -30.05, -7.00)  -0.02
C (21.70, -30.92, -5.76)  -0.26
O (20.52, -30.74, -5.01)  0.12
C (19.83, -29.68, -5.46)  -0.57
O (18.81, -29.31, -4.95)  0.17
O (20.43, -29.15, -6.51)  0.07
F (22.71, -30.33, -5.04)  0.06
H (20.97, -30.54, -7.86)  0.14
H (22.25, -29.44, -7.40)  0.15
H (21.94, -31.95, -5.99)  0.17
C (19.64, -27.29, 1.46)  -0.07
C (20.86, -26.38, 1.72)  -0.32
O (21.15, -26.65, 3.05)  0.15
C (20.31, -27.55, 3.60)  -0.54
O (20.46, -28.09, 4.64)  0.18
O (19.30, -27.77, 2.73)  0.07
F (20.65, -25.06, 1.49)  0.08
H (19.86, -28.06, 0.72)  0.11
H (18.82, -26.72, 1.03)  0.12
H (21.62, -26.68, 1.00)  0.16
C (12.32, -24.35, 2.06)  -0.01
C (10.98, -24.16, 1.38)  -0.24
O (11.26, -24.48, 0.02)  0.12
C (12.59, -24.67, -0.15)  -0.52
O (13.09, -24.94, -1.20)  0.14
O (13.25, -24.62, 1.00)  0.10
F (10.69, -22.81, 1.43)  0.06
H (12.32, -25.22, 2.72)  0.15
H (12.73, -23.47, 2.55)  0.15
H (10.17, -24.71, 1.84)  0.16
C (15.49, -23.12, -1.64)  -0.08
C (15.49, -22.20, -0.41)  -0.25
O (16.05, -23.01, 0.60)  0.15
C (16.35, -24.24, 0.13)  -0.56
O (16.85, -25.09, 0.77)  0.19
O (15.98, -24.34, -1.17)  0.06
F (14.21, -21.92, 0.01)  0.05
H (16.13, -22.59, -2.35)  0.12
H (14.50, -23.16, -2.09)  0.14
H (15.98, -21.25, -0.60)  0.17
C (17.35, -31.00, 3.91)  -0.05
C (17.79, -30.94, 2.44)  -0.32
O (17.56, -32.25, 1.99)  0.13
C (17.64, -33.08, 3.04)  -0.55
O (17.67, -34.27, 2.98)  0.18
O (17.58, -32.37, 4.20)  0.07
F (19.08, -30.62, 2.28)  0.09
H (16.29, -30.80, 4.11)  0.14
H (17.93, -30.28, 4.48)  0.14
H (17.17, -30.19, 1.95)  0.16
C (15.43, -27.57, -7.74)  -0.16
C (16.63, -28.23, -7.08)  -0.15
C (17.77, -27.98, -8.13)  -0.18
O (17.17, -27.40, -9.26)  -0.13
C (15.76, -27.55, -9.21)  -0.20
H (15.27, -26.55, -7.37)  0.11
H (14.49, -28.10, -7.62)  0.11
H (16.43, -29.30, -6.98)  0.09
H (16.89, -27.88, -6.08)  0.08
H (18.18, -28.96, -8.38)  0.11
H (18.56, -27.30, -7.80)  0.12
H (15.55, -28.51, -9.70)  0.12
H (15.26, -26.78, -9.78)  0.13
C (15.11, -31.63, -5.53)  -0.10
O (14.92, -30.28, -5.09)  -0.14
H (15.87, -31.69, -6.31)  0.08
H (15.50, -32.18, -4.67)  0.07
H (14.18, -32.09, -5.85)  0.09
H (14.77, -29.75, -5.88)  0.06
C (13.91, -31.25, -1.48)  -0.10
O (13.66, -30.27, -2.50)  -0.13
H (13.22, -32.09, -1.59)  0.09
H (14.94, -31.60, -1.52)  0.08
H (13.72, -30.80, -0.50)  0.06
H (14.18, -30.52, -3.27)  0.04

The HOMO energy comes out at -9.8 eV. As for the strongest force on any atom: 3.0 eV/A. The calculation puts the LUMO energy at -0.03 eV.

Record 4
C39H49F4InN6O2 | ωB97M-V with the def2-TZVPD basis set

Each line ends with the Löwdin charge.
Positions of all 101 atoms, in Å:
In (0.97, -0.10, -0.77)  1.02
C (-4.87, 5.00, 1.32)  -0.05
C (-3.82, 3.92, 1.26)  -0.27
C (-2.98, 3.67, 2.30)  0.00
C (-1.95, 2.70, 2.21)  -0.14
C (-1.21, 2.38, 3.34)  -0.02
N (-0.19, 1.54, 3.34)  0.05
C (0.38, 0.95, 4.53)  -0.16
C (0.08, -0.55, 4.58)  -0.13
C (-1.41, -0.89, 4.35)  -0.15
N (-1.65, -1.44, 3.03)  0.06
C (-2.22, -2.61, 2.82)  -0.02
C (-2.42, -3.17, 1.56)  -0.13
C (-3.06, -4.44, 1.46)  0.00
C (-3.26, -5.04, 0.25)  -0.27
C (-3.90, -6.40, 0.13)  -0.06
C (-2.81, -4.36, -0.90)  0.02
C (-2.16, -3.16, -0.89)  -0.11
C (-1.68, -2.63, -2.17)  -0.10
N (-0.81, -1.73, -2.36)  0.03
C (-0.46, -1.42, -3.73)  -0.23
C (-0.52, 0.09, -3.99)  -0.18
C (-1.76, 0.77, -3.43)  -0.22
N (-1.58, 1.18, -2.04)  0.06
C (-2.60, 1.60, -1.44)  -0.12
C (-2.65, 2.23, -0.11)  -0.09
C (-3.65, 3.14, 0.09)  0.02
C (-1.71, 1.98, 0.96)  -0.30
O (-0.75, 1.16, 0.89)  -0.17
C (-1.94, -2.47, 0.37)  -0.33
O (-1.38, -1.36, 0.47)  -0.09
H (-5.10, 5.26, 2.35)  0.07
H (-5.79, 4.68, 0.82)  0.08
H (-4.51, 5.89, 0.81)  0.08
H (-3.08, 4.23, 3.23)  0.12
H (-1.47, 2.84, 4.29)  0.14
H (-0.03, 1.14, 2.40)  0.11
H (-0.04, 1.45, 5.40)  0.12
H (1.46, 1.11, 4.54)  0.13
H (0.40, -0.93, 5.56)  0.12
H (0.68, -1.07, 3.83)  0.10
H (-2.00, 0.02, 4.47)  0.12
H (-1.75, -1.61, 5.08)  0.12
H (-1.37, -0.96, 2.15)  0.11
H (-2.54, -3.16, 3.69)  0.14
H (-3.38, -4.92, 2.37)  0.12
H (-4.42, -6.68, 1.04)  0.07
H (-3.14, -7.16, -0.07)  0.08
H (-4.60, -6.42, -0.70)  0.08
H (-2.97, -4.84, -1.87)  0.12
H (-2.13, -3.13, -3.04)  0.12
H (-1.11, -1.95, -4.44)  0.11
H (0.57, -1.75, -3.88)  0.10
H (-0.47, 0.23, -5.07)  0.12
H (0.36, 0.58, -3.57)  0.08
H (-2.64, 0.13, -3.54)  0.12
H (-1.95, 1.67, -4.02)  0.12
H (-3.58, 1.61, -1.94)  0.13
H (-4.35, 3.31, -0.73)  0.12
C (0.98, -3.25, 1.16)  -0.11
N (2.08, -2.56, 0.51)  -0.30
C (3.11, -2.27, 1.50)  -0.09
C (2.56, -3.36, -0.62)  -0.21
C (3.52, -2.63, -1.54)  -0.26
N (2.85, -1.67, -2.39)  -0.01
C (3.50, -0.53, -2.68)  -0.28
C (4.38, 0.20, -1.83)  -0.18
F (4.48, -0.17, -0.53)  0.02
C (5.03, 1.34, -2.23)  -0.25
F (5.85, 1.96, -1.35)  0.06
C (4.85, 1.89, -3.48)  0.03
C (3.96, 1.24, -4.32)  -0.23
F (3.74, 1.75, -5.55)  0.07
C (3.32, 0.09, -3.95)  -0.17
F (2.49, -0.50, -4.84)  0.06
H (1.30, -4.19, 1.63)  0.10
H (0.21, -3.48, 0.42)  0.07
H (0.54, -2.61, 1.92)  0.07
H (3.39, -3.17, 2.07)  0.09
H (2.74, -1.51, 2.19)  0.08
H (4.00, -1.88, 1.01)  0.07
H (1.68, -3.60, -1.23)  0.11
H (3.02, -4.30, -0.27)  0.12
H (3.95, -3.40, -2.20)  0.11
H (4.37, -2.22, -0.97)  0.09
H (5.36, 2.80, -3.78)  0.12
C (0.71, 4.36, -0.09)  -0.05
C (1.91, 3.46, -0.43)  -0.70
C (2.92, 4.30, -1.26)  -0.04
C (2.59, 2.98, 0.86)  -0.06
C (1.71, 2.37, -1.41)  0.00
H (1.02, 5.24, 0.47)  0.08
H (-0.02, 3.81, 0.51)  0.06
H (0.20, 4.69, -1.00)  0.09
H (3.22, 5.16, -0.64)  0.09
H (2.48, 4.67, -2.18)  0.09
H (3.81, 3.72, -1.51)  0.06
H (2.90, 3.83, 1.48)  0.08
H (3.46, 2.37, 0.62)  0.08
H (1.88, 2.36, 1.43)  0.05
H (0.85, 2.63, -2.06)  0.02

The HOMO energy (spin up / spin down) comes out at -5.5 / -5.6 eV. As for the strongest force on any atom: 0.8 eV/A. The energy above the lowest of the compared OMol25 structures with the same formula, charge and spin comes out at 2.7680 eV. The calculation puts the LUMO energy (spin up / spin down) at -0.65 / -0.65 eV.